# 1
Density functional theory data (ωB97M-V/def2-TZVPD) for a structure of composition C21H29CaN3O9PS2 in a non-equilibrium geometry.

Computed properties:
Multiplicity: 1
Relative energy (zero: lowest compared OMol25 entry of this formula, charge and spin): 58.98 kcal per mole
HOMO: -10.80 eV
Strongest force on any atom: 4.102 eV/Å
Total energy: -3474.358979 a.u.
Charge: +1

CARTESIAN COORDINATES (ANGSTROEM)
1 Ca -0.222 0.438 -0.197
2 O -3.142 0.076 -3.108
3 C -1.986 0.062 -2.491
4 O -1.732 0.790 -1.546
5 C -0.913 -0.706 -3.235
6 O 0.150 -1.076 -2.390
7 C -0.201 -2.230 -1.615
8 C -1.365 -1.758 -0.718
9 O -2.489 -1.720 -1.223
10 O -1.030 -1.282 0.387
11 H -3.804 0.565 -2.593
12 H -0.513 -0.034 -4.003
13 H -1.365 -1.578 -3.724
14 H 0.680 -2.499 -1.031
15 H -0.507 -3.052 -2.276
16 C -0.400 -3.254 2.704
17 C 0.866 -3.261 1.940
18 N 1.489 -2.220 1.504
19 C 2.641 -2.544 0.838
20 C 2.902 -3.886 0.786
21 S 1.664 -4.774 1.573
22 C 3.481 -1.494 0.294
23 C 4.803 -1.631 -0.038
24 S 5.457 -0.132 -0.543
25 C 3.890 0.593 -0.273
26 N 2.988 -0.232 0.134
27 C 3.665 2.041 -0.488
28 H -0.832 -2.257 2.713
29 H -0.234 -3.601 3.725
30 H -1.108 -3.937 2.234
31 H 3.729 -4.390 0.329
32 H 5.415 -2.509 -0.003
33 H 4.612 2.558 -0.614
34 H 3.134 2.461 0.367
35 H 3.056 2.186 -1.378
36 O 0.906 0.584 1.658
37 C 0.347 1.211 2.782
38 C -1.067 1.683 2.538
39 C -1.774 2.371 3.522
40 C -3.056 2.809 3.238
41 C -3.600 2.513 1.996
42 C -2.822 1.822 1.081
43 N -1.576 1.445 1.337
44 H 1.014 -0.383 1.798
45 H 0.961 2.098 3.010
46 H 0.357 0.561 3.665
47 H -1.315 2.561 4.480
48 H -3.620 3.363 3.971
49 H -4.605 2.809 1.749
50 H -3.195 1.568 0.100
51 C 1.885 4.962 -0.836
52 O 1.209 4.182 -1.801
53 P 0.256 2.874 -1.473
54 O 0.162 2.355 -2.984
55 C 1.336 1.905 -3.643
56 O -1.220 3.528 -1.503
57 C -1.575 4.425 -0.467
58 H 1.523 5.990 -0.900
59 H 2.952 4.946 -1.064
60 H 1.716 4.587 0.176
61 H 1.069 1.772 -4.692
62 H 1.689 0.953 -3.227
63 H 2.126 2.657 -3.584
64 H -2.664 4.445 -0.410
65 H -1.219 5.433 -0.699
66 H -1.168 4.115 0.503

# 2
Density functional theory data (ωB97M-V/def2-TZVPD) for a structure of composition C21H29Cl2FeN3O8P.

Computed properties:
Multiplicity: 1
Relative energy (zero: lowest compared OMol25 entry of this formula, charge and spin): 0.00 kcal per mole
HOMO (spin up / spin down): -4.71 / -4.70 eV
Strongest force on any atom: 0.581 eV/Å
Total energy: -4109.492808 a.u.
Charge: -1

CARTESIAN COORDINATES (ANGSTROEM)
1 Fe -0.272 0.977 0.228
2 O -1.568 2.930 -3.104
3 C -1.508 2.390 -2.003
4 O -0.467 1.867 -1.479
5 C -2.760 2.382 -1.118
6 C -2.457 3.011 0.255
7 C -3.753 3.471 0.921
8 C -4.398 2.113 1.290
9 C -3.328 1.124 0.820
10 O -2.105 1.858 1.067
11 C -3.319 0.978 -0.699
12 C -2.493 -0.277 -1.076
13 O -2.935 -1.018 -1.945
14 O -1.455 -0.496 -0.351
15 H -3.521 2.956 -1.644
16 H -1.629 3.714 0.275
17 H -4.363 4.067 0.243
18 H -3.540 4.066 1.809
19 H -5.351 1.937 0.790
20 H -4.557 2.029 2.367
21 H -3.300 0.176 1.346
22 H -4.321 0.830 -1.099
23 Cl 5.275 5.475 -1.259
24 C 3.899 4.600 -0.631
25 C 2.995 5.266 0.208
26 C 1.918 4.596 0.714
27 Cl 0.807 5.431 1.761
28 C 1.638 3.217 0.423
29 O 0.632 2.645 0.922
30 C 2.598 2.585 -0.430
31 C 2.499 1.183 -0.762
32 O 1.614 0.402 -0.447
33 C 3.704 3.283 -0.939
34 H 3.149 6.308 0.453
35 H 3.352 0.788 -1.342
36 H 4.404 2.763 -1.582
37 C 1.100 -2.805 4.519
38 N 1.215 -1.757 3.532
39 C 2.461 -1.758 2.781
40 P 0.156 -0.507 3.309
41 O 0.257 -0.028 1.917
42 N -1.299 -1.181 3.768
43 C -2.306 -0.272 4.313
44 C -1.834 -2.129 2.777
45 N 0.461 0.706 4.380
46 C 0.784 0.442 5.764
47 C 0.302 2.110 4.029
48 H 1.876 -2.721 5.291
49 H 1.213 -3.784 4.041
50 H 0.123 -2.767 4.995
51 H 3.318 -1.539 3.430
52 H 2.412 -1.021 1.983
53 H 2.616 -2.741 2.327
54 H -1.893 0.277 5.157
55 H -3.150 -0.865 4.669
56 H -2.669 0.452 3.579
57 H -1.083 -2.888 2.558
58 H -2.093 -1.641 1.832
59 H -2.710 -2.622 3.199
60 H 0.758 -0.626 5.975
61 H 0.064 0.933 6.429
62 H 1.782 0.818 6.016
63 H 0.002 2.215 2.990
64 H 1.246 2.648 4.160
65 H -0.453 2.576 4.673

# 3
Density functional theory data (ωB97M-V/def2-TZVPD) for a structure of composition C21H29Cl2O4V in a non-equilibrium geometry.

Computed properties:
Multiplicity: 2
Relative energy (zero: lowest compared OMol25 entry of this formula, charge and spin): 1.67 kcal per mole
HOMO (spin up / spin down): -11.90 / -11.90 eV
Strongest force on any atom: 1.730 eV/Å
Total energy: -2982.679828 a.u.
Charge: +1

CARTESIAN COORDINATES (ANGSTROEM)
1 O 0.203 -0.093 -4.364
2 C 0.144 1.241 -4.971
3 C -0.043 0.703 -6.385
4 H 1.082 1.782 -4.807
5 H -0.699 1.808 -4.570
6 C 0.093 -0.686 -5.704
7 H 0.763 0.920 -7.081
8 H -1.026 0.871 -6.816
9 C 1.385 -1.373 -6.103
10 H 2.209 -0.650 -6.052
11 H 1.318 -1.725 -7.140
12 H 1.591 -2.236 -5.456
13 C -1.120 -1.590 -5.860
14 H -2.047 -1.071 -5.586
15 H -1.014 -2.503 -5.256
16 H -1.209 -1.900 -6.910
17 V -0.199 -0.391 2.953
18 C -1.947 -0.808 4.347
19 C -1.697 0.595 4.442
20 C -1.972 1.184 3.165
21 H -1.456 1.128 5.354
22 C -2.380 0.142 2.269
23 C -2.370 -1.094 3.000
24 H -2.698 -2.052 2.614
25 H -1.916 -1.501 5.182
26 H -1.974 2.246 2.940
27 H -2.730 0.276 1.252
28 C 0.789 -1.833 4.443
29 C 0.063 -2.624 3.485
30 C 0.671 -2.439 2.203
31 H -0.744 -3.316 3.706
32 C 1.796 -1.560 2.372
33 C 1.880 -1.210 3.755
34 H 2.688 -0.658 4.225
35 H 0.622 -1.806 5.516
36 H 0.403 -2.957 1.288
37 H 2.522 -1.305 1.607
38 O 0.303 0.233 0.509
39 C -0.183 -0.544 -0.603
40 C -0.449 0.435 -1.711
41 H -1.076 -1.110 -0.302
42 H 0.606 -1.259 -0.877
43 C 0.448 1.637 -1.393
44 H -1.496 0.761 -1.725
45 H -0.220 -0.051 -2.652
46 C 0.405 1.633 0.118
47 H 0.086 2.570 -1.831
48 H 1.463 1.443 -1.765
49 H -0.512 2.136 0.461
50 H 1.269 2.063 0.633
51 Cl -0.153 3.526 5.798
52 C 1.243 2.476 5.471
53 Cl 1.148 0.927 6.362
54 C 1.309 2.267 3.935
55 O 1.856 3.171 3.321
56 O 0.811 1.188 3.409
57 H 2.162 2.984 5.786

# 4
Density functional theory data (ωB97M-V/def2-TZVPD) for a structure of composition C21H29Cl3CsIN5O3P2SbSe4Si in a non-equilibrium geometry.

Computed properties:
Multiplicity: 1
Relative energy (zero: lowest compared OMol25 entry of this formula, charge and spin): 66.40 kcal per mole
HOMO: -1.67 eV
Strongest force on any atom: 2.265 eV/Å
Total energy: -13834.135147 a.u.
Charge: -2

CARTESIAN COORDINATES (ANGSTROEM)
1 Cs -1.174 0.381 -1.133
2 N 1.394 0.461 2.530
3 P 0.052 -0.346 1.774
4 C 0.853 -1.856 1.120
5 C 2.228 -2.022 1.026
6 C 2.750 -3.195 0.498
7 C 1.904 -4.197 0.049
8 C 0.527 -4.027 0.123
9 C 0.006 -2.862 0.657
10 C -0.641 -1.165 3.275
11 C 0.142 -1.665 4.317
12 C -0.446 -2.316 5.390
13 C -1.823 -2.501 5.424
14 C -2.605 -2.028 4.382
15 C -2.020 -1.353 3.318
16 C 1.838 1.601 1.893
17 C 2.602 2.582 2.537
18 C 2.973 3.699 1.815
19 C 2.576 3.819 0.488
20 C 1.834 2.789 -0.060
21 N 1.492 1.693 0.610
22 H 1.451 0.462 3.535
23 H 2.889 -1.227 1.352
24 H 3.824 -3.318 0.418
25 H 2.316 -5.099 -0.385
26 H -0.147 -4.786 -0.254
27 H -1.074 -2.729 0.700
28 H 1.224 -1.582 4.280
29 H 0.172 -2.700 6.194
30 H -2.278 -3.023 6.257
31 H -3.677 -2.184 4.388
32 H -2.642 -0.995 2.502
33 H 2.880 2.466 3.578
34 H 3.556 4.481 2.285
35 H 2.821 4.691 -0.101
36 H 1.491 2.854 -1.089
37 Se -6.754 -2.133 -2.448
38 Sb -4.416 -1.728 -1.910
39 Se -4.039 -0.446 0.205
40 Se -3.188 -0.283 -3.660
41 Se -3.056 -3.827 -1.835
42 N -3.345 2.857 1.058
43 C -2.270 3.661 1.060
44 O -1.131 3.299 0.836
45 C -2.620 5.121 1.377
46 I -0.871 6.252 1.809
47 H -3.278 1.875 0.789
48 H -4.279 3.212 1.159
49 H -3.273 5.195 2.242
50 H -3.099 5.591 0.521
51 Cl -1.493 4.275 -3.296
52 Si -0.532 2.464 -3.584
53 Cl 2.129 3.463 -3.830
54 Cl -0.715 2.227 -5.627
55 N 2.741 0.864 -2.660
56 C 2.541 -0.146 -3.730
57 P 1.410 -1.457 -3.013
58 O 2.068 -2.785 -2.959
59 O 0.869 -0.813 -1.766
60 C 0.079 -1.551 -4.302
61 N -0.945 -2.483 -3.763
62 H 3.667 0.835 -2.250
63 H 2.051 0.614 -1.930
64 H 2.536 1.879 -3.039
65 H 3.484 -0.590 -4.038
66 H 2.077 0.345 -4.587
67 H 0.500 -1.930 -5.232
68 H -0.401 -0.588 -4.492
69 H -1.888 -1.962 -3.729
70 H -0.750 -2.758 -2.796
71 H -1.080 -3.348 -4.274